# 1
Computed, not measured: a 9-piece molecular cluster, C42H84F24N9O21S8 overall at a distorted geometry, with the ωB97M-V functional and the def2-TZVPD basis.

Its LUMO energy is -2.98 eV. As for the HOMO energy: -0.329 Ha. As for the orbital gap: 5.962 eV.

```
! RIJCOSX wB97M-V def2-TZVPD def2/J DEFGRID3
* xyz 1 1
C 2.50310 -1.53613 -2.32329
C 1.24741 -2.30649 -1.88380
C 0.81046 -1.91364 -0.53293
O 0.30776 -0.59013 -0.63117
C -0.15656 -0.12546 0.61801
N 0.08354 -2.01072 -2.84457
H -0.46889 -1.24968 -2.47612
H 0.35782 -1.94606 -3.81447
H -0.49599 -2.83509 -2.77627
H 2.25928 -0.50313 -2.57143
H 2.97835 -2.08466 -3.13653
H 3.21007 -1.45519 -1.49761
H 1.32512 -3.39326 -1.91517
H 1.65938 -2.02751 0.14121
H 0.12594 -2.66074 -0.13123
H -1.08359 -0.65407 0.84002
H -0.40940 0.93170 0.53688
H 0.55887 -0.18170 1.43842
C -4.01639 -3.57087 -8.02864
C -3.63668 -4.89006 -8.69468
C -4.50421 -4.95068 -9.94607
N -4.14015 -6.16215 -10.88424
C -5.16962 -6.09659 -12.10355
C -5.23915 -7.45593 -12.90077
C -5.31300 -8.69539 -11.97830
C -4.06262 -8.77153 -11.00752
C -4.14358 -7.54019 -10.12003
C -2.77995 -5.91252 -11.52428
H -3.80932 -2.64957 -8.57311
H -3.45535 -3.48805 -7.09779
H -5.07862 -3.50066 -7.79448
H -3.91095 -5.73952 -8.06915
H -2.59377 -5.00621 -8.98950
H -4.25716 -4.05357 -10.51377
H -5.54385 -4.98046 -9.61994
H -6.12386 -5.91176 -11.61022
H -5.02875 -5.20184 -12.70992
H -6.20549 -7.49035 -13.40384
H -4.51493 -7.57220 -13.70706
H -6.21186 -8.62455 -11.36583
H -5.40906 -9.54644 -12.65255
H -4.23419 -9.64037 -10.37206
H -3.12513 -8.92571 -11.54176
H -5.07362 -7.52901 -9.55170
H -3.38807 -7.43894 -9.34088
H -2.79411 -6.53065 -12.42195
H -1.97742 -6.13991 -10.82261
H -2.73191 -4.89688 -11.91705
C 0.20347 2.86535 6.00601
C -0.05206 3.83598 7.21407
C -0.14196 3.09139 8.56827
N -0.45575 4.05936 9.73904
C -0.94994 3.15664 10.88523
C -1.45209 3.99874 12.13936
C -2.43738 5.16158 11.71681
C -1.93003 5.94190 10.55614
C -1.55897 5.06778 9.37916
C 0.84822 4.78851 10.18469
H -0.51751 2.07257 6.20542
H 1.24903 2.55852 5.97818
H -0.05857 3.37433 5.07845
H -0.96067 4.40184 7.00840
H 0.77517 4.54430 7.16834
H 0.74031 2.51998 8.85670
H -0.92659 2.33734 8.63010
H -1.79827 2.57406 10.52602
H -0.10085 2.48954 11.03397
H -1.75344 3.28339 12.90459
H -0.55538 4.44485 12.56947
H -3.40736 4.69460 11.54596
H -2.65613 5.84377 12.53830
H -2.75935 6.61774 10.34742
H -1.10338 6.61394 10.78659
H -2.37976 4.48732 8.95789
H -1.11969 5.70681 8.61314
H 1.10827 5.63682 9.55157
H 1.57333 3.97622 10.13485
H 0.84905 5.06329 11.23949
C 3.08395 4.40942 -1.24109
O 3.13614 5.76683 -1.67620
C 1.81667 6.28931 -2.04237
C 1.78062 7.80959 -1.73566
N 3.02783 8.48838 -2.30571
H 3.72843 7.79730 -2.53300
H 2.76881 8.85979 -3.20851
C 3.75337 9.53011 -1.44647
C 5.01156 10.06929 -2.07837
O 5.80911 9.09718 -2.68107
C 7.02923 9.72546 -3.05508
H 2.47446 4.24999 -0.35159
H 4.13171 4.15239 -1.08545
H 2.59033 3.72992 -1.93587
H 0.98802 5.80746 -1.52346
H 1.58942 6.00455 -3.06968
H 1.79391 7.85383 -0.64664
H 0.83954 8.14529 -2.17129
H 3.99805 8.97710 -0.53960
H 3.00511 10.29163 -1.22668
H 5.50384 10.53333 -1.22372
H 4.73833 10.85655 -2.78098
H 7.48499 10.08494 -2.13249
H 6.89366 10.44300 -3.86431
H 7.73272 9.03891 -3.52610
C 10.14657 -4.42997 6.24629
O 8.94162 -5.21786 6.10434
C 8.78395 -6.01843 4.93689
C 7.32028 -6.46623 4.74016
N 6.30583 -5.30006 5.07811
H 5.37633 -5.55650 5.37870
H 6.55504 -4.92313 5.98138
C 6.33442 -4.18361 4.01702
C 5.40644 -4.57117 2.83409
O 5.93623 -5.69652 2.05885
C 5.00815 -6.15573 1.08117
H 10.97880 -5.09471 6.47781
H 10.09514 -3.74128 7.08961
H 10.42897 -3.92311 5.32355
H 9.50724 -6.83282 4.97847
H 9.07224 -5.37494 4.10568
H 7.13610 -7.19360 5.53081
H 7.02570 -6.90351 3.78617
H 7.38166 -4.05078 3.74547
H 6.00710 -3.31856 4.59377
H 5.28782 -3.79377 2.07932
H 4.45629 -4.81404 3.30983
H 4.08341 -6.57127 1.48150
H 5.59325 -6.87904 0.51321
H 4.77400 -5.28576 0.46763
C 3.21165 -4.27400 -6.70322
F 4.23072 -3.68801 -6.13088
F 3.50827 -5.38551 -7.37796
F 2.39481 -4.57056 -5.67875
S 2.34897 -3.05833 -7.98367
O 3.47396 -2.57528 -8.73121
O 1.46324 -3.97725 -8.71378
N 1.58841 -1.84334 -6.90368
S 1.62912 -0.64864 -7.86801
O 2.97922 -0.03820 -7.97809
O 0.88976 -0.85525 -9.10835
C 0.54379 0.64909 -6.82076
F 1.21554 0.97495 -5.62478
F 0.41575 1.68740 -7.60329
F -0.65263 0.15365 -6.56454
C -3.62182 7.32545 3.40717
F -3.93931 8.57024 3.66912
F -3.50339 6.69610 4.54890
F -4.57501 6.78943 2.63473
S -1.93990 7.34777 2.51189
O -0.87734 7.22985 3.49596
O -1.99992 6.26495 1.52931
N -1.89737 8.82341 1.52651
S -1.16440 9.84258 2.41575
O -1.78541 9.88174 3.74554
O 0.29447 9.71896 2.33204
C -1.44454 11.54463 1.61752
F -1.45651 12.49116 2.60255
F -0.49116 11.64261 0.64980
F -2.59479 11.54325 1.00477
C -5.16660 0.25580 4.53967
F -4.36540 -0.81408 4.65158
F -4.60770 1.14787 3.80264
F -6.25391 -0.21873 3.90734
S -5.64021 1.07005 6.28439
O -4.37707 1.62878 6.70939
O -6.63315 2.05918 5.90341
N -6.31345 -0.22769 7.15552
S -5.59104 -0.05471 8.46740
O -4.26277 -0.65093 8.47328
O -5.73507 1.30701 9.04401
C -6.66131 -1.04943 9.64968
F -7.97404 -0.77604 9.64964
F -6.54505 -2.29782 9.38148
F -6.16246 -0.97162 10.90510
C -2.31461 -7.33349 -3.72414
F -2.21299 -8.67751 -3.73165
F -1.41977 -6.81910 -4.53659
F -3.53863 -7.03557 -4.12338
S -2.12968 -6.69988 -1.93584
O -2.90714 -7.63403 -1.09368
O -0.70384 -6.76448 -1.62442
N -2.68401 -5.09539 -2.15306
S -3.87708 -5.05006 -1.15979
O -4.96096 -5.93251 -1.58630
O -3.56254 -4.99998 0.22905
C -4.60954 -3.33143 -1.58216
F -4.44728 -3.05466 -2.86227
F -5.92082 -3.35390 -1.26589
F -3.93008 -2.35760 -0.97372
*
```

---

# 2
Computed, not measured: a 8-piece molecular cluster, C10H36N4O8 overall at a distorted geometry, with the ωB97M-V functional and the def2-TZVPD basis.

Its LUMO energy is 0.29 eV. Its SMILES is NC(N)=O.NC(N)=O.CCO.CCO.CO.CO.CO.CO. As for the HOMO energy: -0.332 Ha. As for the orbital gap: 9.318 eV. As for the energy relative to the best compared isomer or geometry (same formula, charge and spin): 96.2 kcal/mol.

```
! RIJCOSX wB97M-V def2-TZVPD def2/J DEFGRID3
* xyz 0 1
N -2.50444 -0.10087 1.92996
C -1.65557 -0.91336 2.50990
N -1.37663 -2.05754 1.90281
O -1.01816 -0.61539 3.74302
H -2.74809 0.63200 2.61952
H -3.15876 -0.18872 1.13129
H -0.57841 -2.53999 2.36134
H -1.66955 -2.41093 0.92429
N -0.54531 1.51936 0.89268
C 0.62708 1.05247 0.54789
N 0.60961 -0.24131 0.47986
O 1.69752 1.88865 0.17001
H -0.62815 2.49782 1.16296
H -1.19739 0.83448 1.33918
H 1.35478 -0.63212 -0.09089
H -0.06908 -0.90465 0.83666
C -3.24375 3.12914 0.06819
C -2.23730 4.13773 0.55461
O -2.10466 3.99431 1.95749
H -3.59020 3.33040 -0.96072
H -4.07955 3.06513 0.75917
H -2.85853 2.13967 0.07633
H -2.58296 5.14043 0.35678
H -1.28557 4.06661 0.03736
H -2.93681 4.28956 2.26996
C -0.07588 -3.41993 -0.94643
C -1.36225 -2.75507 -1.23177
O -2.31100 -3.10643 -0.22478
H 0.69873 -2.90850 -1.63677
H -0.10175 -4.49145 -1.03871
H 0.22780 -3.06179 -0.01579
H -1.79536 -2.98916 -2.22647
H -1.24173 -1.69521 -1.22008
H -3.13049 -2.93065 -0.62446
C 3.72441 -0.99751 -0.42623
O 2.58109 -0.88396 -1.20433
H 3.77529 -0.40559 0.49112
H 4.62774 -0.64239 -0.98033
H 3.90752 -2.08800 -0.24723
H 2.77819 -1.47263 -1.95587
C -0.82040 1.34834 -2.45554
O -1.65237 0.82327 -1.44861
H -1.01691 1.09607 -3.50568
H 0.22722 1.08911 -2.33760
H -0.77330 2.41264 -2.29405
H -1.16691 1.01882 -0.64230
C 2.02976 -3.23319 2.14189
O 0.73897 -3.52363 2.63144
H 2.51160 -2.54455 2.88783
H 2.03485 -2.72436 1.18668
H 2.56998 -4.08893 2.09090
H 0.86289 -3.82480 3.53372
C 3.64089 2.54822 -2.81734
O 2.26055 2.51643 -2.65971
H 4.08528 3.34318 -2.28494
H 3.86354 2.54630 -3.90305
H 4.00544 1.52996 -2.48314
H 2.07648 2.40245 -1.73206
*
```

---

# 3
Computed, not measured: a 2-piece molecular cluster, C4H11NO overall at a distorted geometry, with the ωB97M-V functional and the def2-TZVPD basis.

Its LUMO energy is 0.86 eV. Its SMILES is CC(N)=O.CC. As for the HOMO energy: -0.366 Ha. As for the orbital gap: 10.816 eV. As for the energy relative to the best compared isomer or geometry (same formula, charge and spin): 37.7 kcal/mol.

```
! RIJCOSX wB97M-V def2-TZVPD def2/J DEFGRID3
* xyz 0 1
C 0.04792 0.81359 -1.07362
C 0.07502 1.38602 0.39273
N -1.19919 1.64442 0.87184
O 1.02776 1.57767 1.15021
H -0.35348 1.78043 -1.56137
H -0.54531 -0.03049 -1.47937
H 0.97201 0.56230 -1.45648
H -1.27514 2.05429 1.77275
H -1.96174 1.45761 0.31956
C 0.55448 -2.74492 -1.11597
C -0.26110 -2.05620 0.12475
H 0.13582 -3.89182 -1.15779
H 1.70198 -2.82646 -0.96559
H 0.50631 -2.21533 -2.01501
H -1.02319 -1.28037 -0.26083
H 0.35920 -1.41758 0.79261
H -0.84222 -2.71580 0.73963
*
```

---

# 4
Computed, not measured: a 3-piece molecular cluster, C4H14O2 overall at a distorted geometry, with the ωB97M-V functional and the def2-TZVPD basis.

Its LUMO energy (alpha / beta) is 3.94 / 3.89 eV. As for the expectation value of S²: 0.7505. As for the HOMO energy (alpha / beta): 0.037 / -0.273 Ha. As for the orbital gap (alpha / beta): 2.933 / 11.325 eV. As for the energy relative to the best compared isomer or geometry (same formula, charge and spin): 0.0 kcal/mol.

```
! RIJCOSX wB97M-V def2-TZVPD def2/J DEFGRID3
* xyz -1 2
C 0.52915 0.62685 -1.88214
C 0.39645 -0.78521 -1.26977
C 1.62145 -1.04710 -0.37420
C -0.86164 -0.94994 -0.47457
H -0.14741 0.68633 -2.74183
H 0.24844 1.38710 -1.15686
H 1.55086 0.78221 -2.22844
H 0.45016 -1.46349 -2.12256
H 1.50510 -1.93152 0.22832
H 1.75378 -0.22864 0.32243
H 2.51717 -1.09094 -0.98216
H -1.82475 -0.75348 -0.97082
H -1.06511 -1.98959 -0.16042
H -0.95623 -0.42676 0.47093
H -3.13233 0.83255 2.72351
H -1.63254 0.54366 2.51966
O -2.25021 1.07785 3.03955
H -0.28393 1.84329 1.94925
H 1.24261 1.59218 1.66011
O 0.33899 1.29464 1.45001
*
```

---

# 5
Computed, not measured: a 15-piece molecular cluster, C5H39NO14 overall at a distorted geometry, with the ωB97M-V functional and the def2-TZVPD basis.

Its LUMO energy is -0.47 eV. As for the HOMO energy: -0.326 Ha. As for the orbital gap: 8.395 eV. As for the energy relative to the best compared isomer or geometry (same formula, charge and spin): 166.4 kcal/mol.

```
! RIJCOSX wB97M-V def2-TZVPD def2/J DEFGRID3
* xyz 0 1
C -1.02502 2.42991 1.00131
C -0.88971 0.96730 0.57752
C -2.37565 0.74755 -0.11527
C -2.60397 1.12750 -1.29151
C -4.67549 0.40472 0.92721
N -3.23503 -0.01801 0.79239
H -2.21355 2.79707 0.96207
H -0.73135 2.65302 2.08706
H -0.57113 3.06260 0.28207
H -0.69678 0.19928 1.39007
H -0.07858 1.02622 -0.15748
H -3.67075 1.05775 -1.76595
H -1.97168 1.58091 -1.87016
H -4.95477 0.30406 1.94788
H -5.25713 -0.26254 0.29710
H -4.78427 1.38015 0.50091
H -2.97563 -0.27001 1.68678
H 4.23320 -1.53910 -0.57546
H 5.59590 -1.03452 0.09659
O 4.89758 -0.83028 -0.49882
H -0.07860 -3.06383 0.29095
H 1.23597 -4.10529 0.18250
O 0.81970 -3.26127 -0.06052
H 0.56978 -3.23019 -3.87591
H -0.76997 -3.68627 -3.28017
O -0.30189 -3.32626 -3.99604
H 2.71278 1.12094 4.30133
H 1.50579 1.61630 3.80871
O 2.05556 1.78780 4.55509
H -1.30347 -1.23621 -3.67308
H -0.57157 -0.61529 -4.80387
O -1.29745 -0.37803 -4.23391
H -3.01473 2.42622 2.56956
H -3.44957 1.48754 3.66086
O -3.62782 2.39472 3.20705
H 4.11252 0.44136 0.98666
H 3.40309 1.68719 1.13702
O 3.61283 0.99029 1.62830
H -3.25768 -0.55323 4.10715
H -1.89805 0.07638 4.34424
O -2.61219 -0.05668 3.66086
H 1.70409 -1.17750 -2.23509
H 1.07974 -2.42523 -1.55198
O 1.48715 -2.15082 -2.34991
H 0.29946 1.08733 -2.00832
H 0.99588 2.19688 -2.71154
O 1.08353 1.31819 -2.41905
H -2.07111 -2.13066 1.42007
H -2.21186 -3.40072 0.50566
O -1.56838 -2.89166 1.12671
H 4.85207 0.48790 -2.20046
H 4.48161 1.86796 -1.62169
O 4.58351 1.36296 -2.52437
H 2.84888 -2.91324 -1.62669
H 2.82777 -2.64776 -0.21365
O 3.45450 -3.04796 -0.83118
H 1.43140 3.01878 -0.40505
H 2.52541 2.32246 -1.00849
O 2.33512 2.82331 -0.13608
*
```